1.
A cluster of 2 separate species, H4S4 in total, computed with wB97M-V/def2-TZVPD.

For the energy above the lowest of the compared OMol25 structures with the same formula, charge and spin, the calculation gives 14.6 kJ/mol. The structure (SMILES) is SS.SS. The energy comes out at -43405.4524 eV. For the HOMO-LUMO gap, the calculation gives 9.394 eV. Its charge is 0.

Atoms and positions in Å:
S: 7.885 -0.840 -10.561
S: 9.573 0.070 -11.269
H: 8.300 -2.115 -10.402
H: 10.233 0.342 -10.124
S: 8.769 -1.048 -15.400
S: 9.525 -1.104 -17.375
H: 9.810 -1.552 -14.704
H: 9.470 0.208 -17.691

2.
A cluster of 7 separate species, C54H66B2N7O18S2 in total at a distorted geometry, computed with wB97M-V/def2-TZVPD.

The energy comes out at -127366.0049 eV. For the HOMO-LUMO gap, the calculation gives 5.379 eV. Its charge is -1.

Atoms and positions in Å:
C: 0.614 -3.494 -1.946
C: 0.584 -2.165 -2.731
B: 0.566 -1.015 -1.658
O: 1.736 -0.337 -1.347
C: -0.764 -0.684 -0.886
O: -1.893 -1.396 -1.385
B: -3.036 -0.806 -0.618
C: -3.546 -1.657 0.722
C: -4.780 -2.382 0.394
O: -4.877 -3.312 -0.373
O: -5.931 -1.911 1.025
O: -2.543 0.556 -0.186
C: -1.288 0.752 -0.810
C: -1.530 1.331 -2.227
C: -2.820 2.121 -2.416
C: -3.000 3.360 -1.521
C: -4.101 3.201 -0.488
O: -4.463 4.511 0.015
C: -0.367 1.671 0.022
C: -0.708 1.764 1.516
C: -0.025 0.651 2.344
S: 1.351 1.390 3.269
C: 1.399 0.597 4.830
S: 0.975 -0.955 5.056
N: 1.890 1.414 5.897
C: 0.948 2.500 6.231
C: -0.239 1.973 7.025
C: 3.240 1.943 5.594
C: 4.260 0.819 5.518
H: -0.181 -3.494 -1.202
H: 1.559 -3.625 -1.411
H: 0.471 -4.354 -2.602
H: -0.336 -2.119 -3.315
H: 1.470 -2.099 -3.375
H: 2.336 -0.313 -2.098
H: -0.662 -0.993 0.172
H: -4.000 -0.688 -1.408
H: -2.813 -2.411 1.006
H: -3.702 -0.960 1.544
H: -6.478 -1.504 0.342
H: -0.671 1.932 -2.554
H: -1.580 0.483 -2.918
H: -2.858 2.461 -3.455
H: -3.683 1.467 -2.286
H: -2.080 3.657 -1.014
H: -3.294 4.220 -2.129
H: -3.778 2.568 0.336
H: -4.987 2.767 -0.960
H: -4.497 4.458 0.971
H: -0.326 2.670 -0.415
H: 0.653 1.283 -0.043
H: -1.783 1.726 1.673
H: -0.311 2.722 1.865
H: -0.685 0.164 3.060
H: 0.391 -0.119 1.699
H: 0.598 3.000 5.321
H: 1.501 3.230 6.824
H: -0.825 2.789 7.446
H: -0.872 1.348 6.394
H: 0.133 1.330 7.824
H: 3.245 2.540 4.675
H: 3.494 2.595 6.431
H: 4.126 0.210 4.623
H: 5.275 1.214 5.551
H: 4.123 0.166 6.383
C: -3.241 -7.595 1.385
C: -2.104 -7.793 2.162
C: -1.146 -6.796 2.256
C: -1.347 -5.623 1.550
C: -2.460 -5.409 0.757
C: -3.415 -6.408 0.688
N: -0.353 -4.542 1.641
O: 0.622 -4.697 2.351
O: -0.582 -3.540 1.001
H: -3.994 -8.368 1.309
H: -1.966 -8.721 2.700
H: -0.259 -6.928 2.859
H: -2.590 -4.484 0.213
H: -4.299 -6.253 0.086
C: 3.739 3.461 -1.288
C: 3.405 2.821 -0.103
C: 3.880 3.311 1.104
C: 4.683 4.436 1.095
C: 5.037 5.085 -0.074
C: 4.554 4.587 -1.274
N: 5.176 4.965 2.379
O: 4.873 4.367 3.392
O: 5.861 5.968 2.353
H: 3.357 3.084 -2.228
H: 2.769 1.944 -0.113
H: 3.620 2.822 2.031
H: 5.663 5.962 -0.053
H: 4.808 5.087 -2.199
C: -6.750 8.665 -4.072
C: -7.299 7.390 -4.071
C: -6.478 6.279 -4.186
C: -5.115 6.475 -4.298
C: -4.546 7.734 -4.302
C: -5.377 8.837 -4.189
N: -4.235 5.296 -4.402
O: -4.762 4.205 -4.415
O: -3.039 5.493 -4.462
H: -7.395 9.529 -3.976
H: -8.368 7.257 -3.977
H: -6.883 5.279 -4.183
H: -3.476 7.844 -4.388
H: -4.951 9.830 -4.187
C: 9.888 6.793 -5.508
C: 10.083 6.652 -4.140
C: 9.025 6.832 -3.264
C: 7.785 7.150 -3.786
C: 7.566 7.299 -5.142
C: 8.633 7.118 -6.007
N: 6.651 7.327 -2.860
O: 6.872 7.206 -1.673
O: 5.564 7.572 -3.340
H: 10.716 6.646 -6.188
H: 11.060 6.398 -3.753
H: 9.155 6.726 -2.197
H: 6.583 7.550 -5.510
H: 8.483 7.228 -7.072
C: -6.332 -7.950 -4.850
C: -6.649 -9.268 -4.547
C: -6.658 -9.697 -3.230
C: -6.349 -8.784 -2.239
C: -6.027 -7.467 -2.516
C: -6.020 -7.052 -3.838
N: -6.366 -9.225 -0.832
O: -6.630 -10.388 -0.601
O: -6.109 -8.389 0.008
H: -6.329 -7.620 -5.880
H: -6.891 -9.966 -5.338
H: -6.900 -10.717 -2.973
H: -5.790 -6.780 -1.717
H: -5.770 -6.027 -4.072
C: 5.336 -4.590 4.430
C: 3.983 -4.778 4.187
C: 3.449 -6.057 4.202
C: 4.283 -7.126 4.464
C: 5.635 -6.963 4.708
C: 6.159 -5.681 4.687
N: 3.716 -8.486 4.492
O: 2.533 -8.612 4.256
O: 4.469 -9.405 4.751
H: 5.751 -3.591 4.420
H: 3.333 -3.937 3.986
H: 2.396 -6.205 4.008
H: 6.260 -7.820 4.907
H: 7.214 -5.533 4.875

3.
A cluster of 2 separate species, C18H35N4O4 in total, computed with wB97M-V/def2-TZVPD.

The energy comes out at -33373.0547 eV. For the HOMO-LUMO gap, the calculation gives 8.757 eV. Its charge is +1.

Atoms and positions in Å:
C: -2.802 -0.245 0.751
O: -3.630 -0.782 -0.247
C: -3.324 -2.148 -0.488
C: -2.171 -2.386 -1.457
C: -2.364 -1.820 -2.866
C: -2.293 -0.300 -3.013
C: -0.981 0.329 -2.522
C: -0.637 1.641 -3.259
C: 0.847 1.790 -3.693
C: 1.584 2.983 -3.073
C: 2.337 2.729 -1.741
C: 2.473 4.038 -1.072
N: 2.583 5.059 -0.563
C: 1.547 1.845 -0.726
C: 1.950 0.439 -0.674
N: 2.327 -0.633 -0.512
C: 3.797 2.254 -1.989
O: 3.900 1.449 -3.140
N: 4.253 0.078 -2.799
O: 3.712 -0.661 -3.496
H: -2.978 -0.767 1.703
H: -1.744 -0.401 0.487
H: -3.019 0.817 0.849
H: -4.222 -2.650 -0.850
H: -3.061 -2.616 0.472
H: -1.241 -1.996 -1.028
H: -2.052 -3.470 -1.541
H: -1.585 -2.244 -3.505
H: -3.337 -2.147 -3.244
H: -2.369 -0.088 -4.084
H: -3.138 0.191 -2.533
H: -1.114 0.554 -1.456
H: -0.157 -0.388 -2.582
H: -0.887 2.510 -2.644
H: -1.268 1.689 -4.145
H: 1.393 0.852 -3.582
H: 0.835 1.992 -4.765
H: 0.886 3.805 -2.915
H: 2.335 3.334 -3.782
H: 1.747 2.240 0.273
H: 0.473 1.931 -0.885
H: 4.213 1.752 -1.110
H: 4.404 3.148 -2.140
C: 1.770 -1.468 4.771
C: 0.719 -0.387 4.584
C: -0.673 -0.748 5.107
O: -1.288 -1.678 4.242
C: -1.228 -3.056 4.631
N: 0.528 -0.153 3.106
H: 1.573 -2.340 4.146
H: 2.764 -1.096 4.515
H: 1.794 -1.788 5.810
H: 1.065 0.550 5.020
H: -1.302 0.147 5.101
H: -0.618 -1.105 6.136
H: -1.172 -3.155 5.715
H: -0.374 -3.557 4.172
H: -2.140 -3.531 4.278
H: 1.405 -0.129 2.580
H: 0.010 0.708 2.921
H: -0.056 -0.924 2.747

4.
The ion C3H6FO2S with charge -1 at a distorted geometry, computed with wB97M-V/def2-TZVPD.

For the energy above the lowest of the compared OMol25 structures with the same formula, charge and spin, the calculation gives 109.7 kJ/mol. The energy comes out at -20855.4337 eV. For the HOMO-LUMO gap, the calculation gives 8.324 eV. Its charge is -1.

Atoms and positions in Å:
C: 0.790 0.962 -0.881
C: 0.726 -1.003 0.984
C: 0.020 -0.131 -0.181
O: -0.585 -0.951 -1.168
O: -2.311 -0.992 0.626
F: -2.496 1.664 0.625
S: -1.819 -0.004 -0.266
H: 1.458 1.533 -0.275
H: 1.343 0.592 -1.749
H: 0.218 1.763 -1.295
H: 0.142 -0.863 1.975
H: 1.748 -0.542 0.987
H: 0.767 -2.027 0.618